{"formula": "C3H3Cl2F", "method": "the ωB97M-V functional and the def2-TZVPD basis", "species": ["F", "C", "C", "Cl", "C", "Cl", "H", "H", "H"], "coordinates": [[-1.010, 1.494, -0.560], [-0.136, 0.876, 0.185], [0.678, -0.150, -0.450], [2.398, -0.759, -0.323], [-0.442, -0.585, 0.421], [-1.937, -1.334, -0.357], [0.189, 1.348, 1.170], [0.387, 0.085, -1.459], [-0.128, -0.976, 1.373]], "forces_ev_per_angstrom": [[-0.7, 1.7, -1.3], [1.1, -0.5, 5.4], [0.9, -0.7, -1.4], [-1.6, 1.0, 0.2], [-0.5, -0.7, -1.5], [1.5, 0.6, 1.0], [-0.6, 0.1, -1.7], [0.4, -1.2, -0.8], [-0.4, -0.2, 0.2]], "smiles": "FC1[C@@H](Cl)[C@@H]1Cl", "total_charge": 0, "max_force_ev_per_a": 5.490, "e_tot_ev": -30920.0475, "gap_ha": 0.409}